# 1
{
  "formula": "C54H38BN7OPb",
  "method": "ωB97M-V with the def2-TZVPD basis set",
  "homo_lumo_gap_ev": [5.05, 4.86],
  "energy_ha": -2756.73254,
  "molar_mass_g_mol": 1018.96,
  "total_charge": -2,
  "species": ["Pb", "C", "C", "C", "C", "C", "C", "C", "C", "C", "C", "C", "N", "C", "C", "C", "C", "C", "C", "C", "C", "C", "C", "C", "C", "C", "N", "C", "C", "C", "C", "C", "C", "C", "C", "C", "C", "C", "C", "N", "C", "C", "N", "C", "C", "C", "C", "C", "C", "H", "H", "H", "H", "H", "H", "H", "H", "H", "H", "H", "H", "H", "H", "H", "H", "H", "H", "H", "H", "H", "H", "H", "H", "H", "H", "H", "H", "O", "C", "C", "C", "C", "C", "C", "C", "N", "C", "C", "N", "H", "H", "H", "H", "H", "H", "H", "B", "C", "N", "H", "H", "H"],
  "positions_angstrom": [[13.697, 13.691, 11.888], [6.635, 15.919, 15.398], [7.790, 16.537, 15.895], [9.039, 16.256, 15.387], [9.187, 15.051, 14.579], [8.054, 14.314, 14.308], [6.757, 14.776, 14.613], [10.469, 14.756, 13.844], [10.438, 14.519, 12.377], [9.415, 15.102, 11.541], [9.620, 14.724, 10.280], [10.843, 13.862, 10.275], [11.227, 13.712, 11.582], [11.569, 13.206, 9.188], [12.827, 13.734, 8.741], [13.609, 13.355, 7.584], [14.816, 14.025, 7.697], [14.742, 14.874, 8.903], [15.846, 15.522, 9.481], [17.091, 15.709, 8.689], [18.352, 15.680, 9.325], [19.494, 16.066, 8.675], [19.395, 16.432, 7.339], [18.221, 16.409, 6.685], [17.073, 16.015, 7.309], [15.821, 16.000, 10.818], [14.975, 15.647, 11.895], [15.360, 16.362, 12.963], [14.925, 16.379, 14.303], [15.471, 17.327, 15.331], [16.051, 16.867, 16.507], [16.313, 17.769, 17.537], [15.825, 19.085, 17.424], [15.288, 19.570, 16.213], [15.224, 18.722, 15.128], [13.750, 15.746, 14.752], [13.142, 15.888, 16.057], [11.938, 15.284, 15.973], [11.710, 14.948, 14.528], [12.902, 15.096, 13.844], [16.488, 17.211, 12.649], [16.678, 17.028, 11.293], [13.483, 14.796, 9.422], [11.046, 11.926, 8.538], [9.686, 11.855, 8.118], [9.337, 10.788, 7.287], [10.301, 9.820, 6.842], [11.601, 9.852, 7.337], [11.911, 10.847, 8.274], [5.680, 16.278, 15.617], [7.776, 17.283, 16.658], [9.874, 16.955, 15.534], [8.123, 13.348, 13.820], [5.957, 14.139, 14.178], [8.638, 15.790, 11.838], [9.096, 15.056, 9.370], [13.369, 12.682, 6.819], [15.628, 14.032, 7.075], [18.448, 15.385, 10.376], [20.488, 15.901, 9.128], [20.284, 16.657, 6.736], [18.139, 16.601, 5.589], [16.165, 16.046, 6.697], [16.363, 15.842, 16.645], [16.783, 17.428, 18.443], [15.866, 19.746, 18.285], [15.013, 20.658, 16.214], [14.763, 19.092, 14.197], [13.632, 16.333, 16.886], [11.197, 15.168, 16.764], [17.114, 17.686, 13.382], [17.362, 17.679, 10.669], [8.864, 12.572, 8.259], [8.303, 10.694, 6.980], [9.978, 9.061, 6.113], [12.318, 9.131, 6.968], [12.871, 10.832, 8.758], [13.067, 11.613, 13.086], [12.903, 10.422, 12.691], [12.114, 9.570, 13.643], [11.761, 8.290, 13.262], [12.324, 7.709, 12.094], [13.123, 8.423, 11.262], [13.452, 9.762, 11.531], [14.493, 10.382, 10.755], [14.840, 11.640, 10.642], [15.931, 11.736, 9.842], [16.355, 10.490, 9.515], [15.478, 9.580, 10.024], [11.803, 10.000, 14.611], [10.963, 7.799, 13.835], [12.030, 6.658, 11.899], [13.487, 7.944, 10.356], [16.506, 12.720, 9.715], [17.219, 10.226, 8.907], [15.366, 8.609, 9.901], [18.007, 12.557, 14.793], [16.885, 12.856, 13.831], [16.066, 13.258, 13.096], [17.691, 13.179, 15.821], [18.170, 11.372, 14.990], [19.061, 13.066, 14.393]],
  "mulliken_charge": [1.814, -0.593, -0.613, -0.543, -0.186, -0.096, -0.516, 0.993, -0.007, -0.881, -1.327, 0.265, 0.026, 0.651, 0.471, -1.655, -1.074, 0.438, 1.228, 0.344, -0.362, -0.886, -0.284, -0.732, -0.425, -0.160, 0.543, 0.292, 1.470, -0.388, -0.270, -0.719, -0.365, -0.791, -0.184, 0.358, -1.007, -1.340, -0.157, 0.153, -1.339, -1.575, -0.688, 0.062, -0.890, -0.506, -0.447, -1.152, 0.484, 0.454, 0.393, 0.392, 0.414, 0.307, 0.536, 0.444, 0.632, 0.997, 0.550, 0.325, 0.308, 0.296, 0.474, 0.543, 0.391, 0.348, 0.287, 0.312, 0.538, 0.632, 0.565, 0.403, 0.299, 0.378, 0.325, 0.409, 0.784, -0.397, 0.528, -0.869, -0.282, -1.011, -0.875, 0.998, -0.662, 1.232, -0.602, -0.775, 0.021, 0.326, 0.319, 0.267, 0.211, 0.044, 0.418, 0.141, 0.306, 0.023, -0.970, -0.198, -0.188, -0.174]
}

***

# 2
{
  "formula": "C16H14Br2Cl36O3Si",
  "method": "ωB97M-V with the def2-TZVPD basis set",
  "homo_lumo_gap_ev": 9.04,
  "energy_ha": -22848.03300,
  "molar_mass_g_mol": 1718.49,
  "smiles": "C/C(Br)=C(/Br)[SiH2]COCOCCO.ClC(Cl)(Cl)Cl.ClC(Cl)(Cl)Cl.ClC(Cl)(Cl)Cl.ClC(Cl)(Cl)Cl.ClC(Cl)(Cl)Cl.ClC(Cl)(Cl)Cl.ClC(Cl)(Cl)Cl.ClC(Cl)(Cl)Cl.ClC(Cl)(Cl)Cl",
  "species": ["C", "C", "Br", "C", "Br", "Si", "C", "O", "C", "O", "C", "C", "O", "H", "H", "H", "H", "H", "H", "H", "H", "H", "H", "H", "H", "H", "H", "C", "Cl", "Cl", "Cl", "Cl", "C", "Cl", "Cl", "Cl", "Cl", "C", "Cl", "Cl", "Cl", "Cl", "C", "Cl", "Cl", "Cl", "Cl", "C", "Cl", "Cl", "Cl", "Cl", "C", "Cl", "Cl", "Cl", "Cl", "C", "Cl", "Cl", "Cl", "Cl", "C", "Cl", "Cl", "Cl", "Cl", "C", "Cl", "Cl", "Cl", "Cl"],
  "positions_angstrom": [[-5.641, 4.589, -0.543], [-4.365, 4.906, -1.281], [-4.571, 6.136, -2.739], [-3.175, 4.406, -0.965], [-1.600, 4.911, -1.949], [-2.878, 3.173, 0.430], [-1.874, 1.736, -0.333], [-2.759, 0.655, -0.676], [-2.455, -0.489, 0.045], [-2.777, -0.309, 1.406], [-1.950, -1.123, 2.225], [-2.361, -0.956, 3.687], [-1.388, -0.246, 4.457], [-6.474, 4.990, -1.122], [-5.665, 5.118, 0.411], [-5.817, 3.524, -0.430], [-4.172, 2.582, 0.811], [-2.226, 3.775, 1.604], [-1.104, 1.390, 0.354], [-1.395, 2.094, -1.248], [-3.019, -1.314, -0.403], [-1.378, -0.703, -0.057], [-0.899, -0.858, 2.092], [-2.045, -2.170, 1.905], [-2.503, -1.933, 4.158], [-3.299, -0.409, 3.740], [-0.516, -0.588, 4.253], [0.938, 2.457, -4.235], [-0.672, 1.735, -4.318], [1.596, 2.251, -2.604], [2.007, 1.669, -5.400], [0.845, 4.182, -4.600], [1.574, -3.823, 2.017], [2.771, -3.114, 0.939], [0.837, -2.564, 3.020], [0.319, -4.615, 1.059], [2.373, -5.023, 3.037], [2.942, -9.398, 1.469], [2.553, -7.779, 2.070], [2.322, -9.567, -0.177], [4.697, -9.612, 1.460], [2.203, -10.617, 2.513], [6.036, -4.722, -1.351], [5.544, -3.022, -1.393], [5.818, -5.440, -2.949], [7.731, -4.829, -0.873], [5.034, -5.599, -0.192], [10.485, -2.819, 1.955], [8.890, -2.085, 1.757], [11.734, -1.619, 1.616], [10.663, -3.406, 3.611], [10.649, -4.174, 0.831], [-8.619, 7.018, -4.313], [-8.839, 5.465, -5.127], [-7.233, 7.859, -5.014], [-10.071, 8.003, -4.520], [-8.335, 6.744, -2.591], [2.945, -9.656, -3.529], [3.029, -9.525, -5.288], [4.081, -8.520, -2.796], [1.305, -9.274, -2.987], [3.356, -11.302, -3.037], [1.501, 3.832, 2.145], [0.587, 5.338, 2.210], [1.535, 3.276, 0.466], [3.147, 4.089, 2.730], [0.694, 2.620, 3.153], [-2.133, 8.530, 1.880], [-3.671, 8.866, 2.682], [-1.600, 9.969, 1.006], [-0.915, 8.112, 3.096], [-2.349, 7.197, 0.737]],
  "mulliken_charge": [-0.922, 0.545, -0.177, 0.037, -0.048, 0.227, 0.325, -0.438, -0.662, -0.340, 0.013, -0.511, -0.468, 0.073, 0.299, 0.324, -0.198, -0.112, 0.220, -0.209, 0.320, 0.481, 0.200, 0.298, 0.230, 0.356, 0.288, 0.276, -0.075, -0.046, -0.110, -0.091, 0.287, -0.022, -0.122, -0.110, -0.112, 0.201, 0.006, 0.019, -0.106, -0.103, 0.272, -0.110, -0.099, -0.025, -0.036, 0.367, -0.080, -0.095, -0.095, -0.102, 0.346, -0.108, -0.093, -0.098, -0.075, 0.241, -0.111, 0.026, -0.105, -0.059, 0.093, 0.018, 0.009, -0.106, -0.036, 0.282, -0.112, -0.098, -0.111, 0.062]
}

***

# 3
{
  "formula": "C6H13N",
  "method": "ωB97M-V with the def2-TZVPD basis set",
  "homo_lumo_gap_ev": 8.98,
  "energy_ha": -291.05012,
  "molar_mass_g_mol": 99.18,
  "smiles": "C=CCCCNC",
  "species": ["C", "C", "C", "C", "C", "N", "C", "H", "H", "H", "H", "H", "H", "H", "H", "H", "H", "H", "H", "H"],
  "positions_angstrom": [[0.543, -0.067, -0.608], [-0.723, 0.869, -0.690], [-0.468, 2.310, -1.150], [0.153, 2.610, -2.390], [0.582, -1.262, 0.297], [-0.208, -1.059, 1.439], [-0.211, -2.197, 2.441], [0.975, -0.353, -1.542], [1.308, 0.585, -0.225], [-1.225, 0.922, 0.280], [-1.322, 0.408, -1.448], [-1.348, 2.835, -0.837], [0.003, 3.525, -2.991], [0.959, 1.891, -2.522], [1.637, -1.484, 0.694], [0.233, -2.130, -0.298], [-0.336, -0.067, 1.489], [0.841, -2.202, 2.865], [-0.894, -1.959, 3.273], [-0.499, -3.176, 1.924]],
  "mulliken_charge": [-1.112, -0.229, -0.404, -0.592, -0.532, -0.197, -0.789, 0.495, 0.402, 0.391, 0.237, 0.275, 0.282, 0.209, 0.285, 0.302, 0.153, 0.291, 0.303, 0.229]
}

***

# 4
{
  "formula": "C8H28BNaO8",
  "method": "ωB97M-V with the def2-TZVPD basis set",
  "homo_lumo_gap_ev": 8.00,
  "energy_ha": -1110.16860,
  "molar_mass_g_mol": 286.11,
  "species": ["Na", "B", "H", "H", "H", "H", "C", "C", "O", "O", "H", "H", "H", "H", "H", "H", "C", "C", "O", "O", "H", "H", "H", "H", "H", "H", "C", "C", "O", "O", "H", "H", "H", "H", "H", "H", "C", "C", "O", "O", "H", "H", "H", "H", "H", "H"],
  "positions_angstrom": [[-6.264, -1.234, 5.852], [-7.323, -0.187, 7.448], [-8.334, -0.547, 7.561], [-7.154, 0.716, 8.015], [-6.473, -0.829, 7.619], [-7.382, 0.107, 6.411], [-5.518, -1.115, 9.385], [-4.444, -1.429, 8.353], [-5.031, -1.920, 7.173], [-5.889, 0.245, 9.275], [-5.053, -1.260, 10.360], [-6.433, -1.707, 9.380], [-3.756, -2.226, 8.634], [-3.699, -0.648, 8.200], [-5.717, -2.525, 7.464], [-6.471, 0.268, 8.512], [-7.784, -0.652, 3.165], [-7.167, 0.311, 2.149], [-7.072, 1.638, 2.642], [-7.008, -0.574, 4.292], [-8.052, -1.652, 2.823], [-8.833, -0.414, 3.339], [-7.675, 0.403, 1.188], [-6.158, -0.083, 2.032], [-6.598, 2.185, 2.011], [-6.687, 0.331, 4.317], [-7.930, -3.580, 5.690], [-7.640, -3.178, 4.255], [-8.738, -2.572, 3.630], [-7.663, -2.512, 6.468], [-7.382, -4.488, 5.940], [-8.953, -3.902, 5.885], [-7.135, -3.993, 3.736], [-6.780, -2.513, 4.179], [-9.110, -1.915, 4.223], [-8.493, -2.084, 6.688], [-4.482, -2.508, 4.356], [-4.624, -1.011, 4.001], [-4.820, -0.271, 5.181], [-5.363, -2.999, 5.368], [-3.441, -2.807, 4.475], [-4.745, -3.157, 3.521], [-5.476, -0.873, 3.334], [-3.842, -0.695, 3.311], [-3.949, -0.219, 5.582], [-4.789, -3.490, 5.961]],
  "mulliken_charge": [0.209, 1.936, -0.478, -0.148, -0.701, -0.431, -0.946, -0.371, -0.483, -0.775, 0.376, 0.262, 0.382, 0.339, 0.290, 1.136, -0.825, -0.575, -0.518, -0.884, 0.572, 0.436, 0.408, 0.357, 0.320, 0.392, -0.754, 0.569, -0.700, -0.638, 0.277, 0.466, 0.429, -0.602, 0.455, 0.338, -1.007, 0.609, -0.645, -0.578, 0.488, 0.422, -0.880, 0.570, 0.423, 0.479]
}

***

# 5
{
  "formula": "C4H12",
  "method": "ωB97M-V with the def2-TZVPD basis set",
  "homo_lumo_gap_ev": 12.69,
  "energy_ha": -159.57174,
  "molar_mass_g_mol": 60.14,
  "smiles": "CC.CC",
  "species": ["C", "C", "H", "H", "H", "H", "H", "H", "C", "C", "H", "H", "H", "H", "H", "H"],
  "positions_angstrom": [[-2.332, 1.061, -1.597], [-1.589, -0.292, -1.491], [-2.237, 1.487, -2.594], [-1.984, 1.737, -0.819], [-3.368, 0.935, -1.283], [-0.641, -0.163, -0.968], [-1.279, -0.636, -2.476], [-2.144, -1.071, -0.967], [1.703, -1.021, 1.891], [2.222, 0.246, 1.206], [0.695, -0.949, 2.297], [2.348, -1.283, 2.736], [1.805, -1.858, 1.205], [3.235, 0.499, 1.545], [2.387, 0.035, 0.148], [1.559, 1.104, 1.299]],
  "mulliken_charge": [-0.792, -0.571, 0.273, 0.262, 0.251, 0.035, 0.272, 0.274, -0.838, -0.790, 0.276, 0.318, 0.244, 0.305, 0.246, 0.237]
}

***

# 6
{
  "formula": "C20H15AsF3MnNO2PS4",
  "method": "ωB97M-V with the def2-TZVPD basis set",
  "homo_lumo_gap_ev": [6.41, 6.40],
  "energy_ha": -6596.23578,
  "molar_mass_g_mol": 647.44,
  "total_charge": 2,
  "species": ["Mn", "S", "As", "S", "S", "S", "F", "C", "F", "F", "C", "O", "O", "N", "P", "C", "C", "C", "C", "C", "C", "C", "C", "C", "C", "C", "C", "C", "C", "C", "C", "C", "C", "H", "H", "H", "H", "H", "H", "H", "H", "H", "H", "H", "H", "H", "H", "H"],
  "positions_angstrom": [[0.149, 0.901, -2.196], [0.158, 5.863, -2.997], [0.209, 3.720, -3.202], [-1.438, 2.433, -2.626], [1.739, 2.485, -2.279], [0.372, 4.910, -4.963], [1.426, -1.363, -5.908], [0.245, -0.751, -5.955], [-0.037, -0.407, -7.190], [-0.693, -1.574, -5.485], [0.319, 0.511, -5.064], [0.368, 1.619, -5.467], [0.312, 0.216, -3.728], [-0.049, 0.578, -0.664], [-0.084, -0.172, 0.879], [0.617, -1.782, 0.660], [0.021, -2.873, 1.291], [0.610, -4.124, 1.173], [1.773, -4.274, 0.431], [2.364, -3.181, -0.200], [1.792, -1.929, -0.084], [-1.785, -0.226, 1.334], [-2.194, 0.386, 2.519], [-3.530, 0.308, 2.884], [-4.433, -0.359, 2.068], [-4.020, -0.960, 0.881], [-2.692, -0.900, 0.507], [0.896, 0.878, 1.908], [1.585, 0.299, 2.975], [2.323, 1.114, 3.816], [2.381, 2.482, 3.582], [1.698, 3.052, 2.513], [0.947, 2.254, 1.668], [-0.890, -2.750, 1.864], [0.158, -4.980, 1.655], [2.229, -5.251, 0.342], [3.274, -3.313, -0.770], [2.267, -1.074, -0.550], [-1.484, 0.909, 3.147], [-3.865, 0.769, 3.803], [-5.474, -0.416, 2.359], [-4.736, -1.479, 0.258], [-2.358, -1.383, -0.405], [1.549, -0.771, 3.146], [2.859, 0.682, 4.651], [2.968, 3.112, 4.237], [1.752, 4.119, 2.344], [0.403, 2.691, 0.840]],
  "mulliken_charge": [1.508, -0.097, 1.023, -0.127, -0.124, -0.015, -0.214, 0.756, -0.197, -0.208, 0.309, -0.325, -0.695, -0.614, 1.956, 0.346, -0.227, -0.792, -0.482, -0.864, -0.374, 0.204, -0.303, -0.808, -0.494, -0.772, -0.366, -0.006, -0.210, -0.753, -0.508, -0.749, -0.287, 0.441, 0.446, 0.425, 0.446, 0.435, 0.419, 0.450, 0.427, 0.450, 0.427, 0.456, 0.444, 0.428, 0.431, 0.384]
}